No. 1
The following is a DFT calculation (wB97M-V/def2-TZVPD) of C22H31ClN5O2S6SbSe4W as an isolated structure at a distorted geometry.

Last column: Mulliken charge in e.
Element x y z (Å)
W 1.01210 2.82950 -3.67279  0.170
Se -2.98551 2.86900 -2.31473  -0.637
Se -1.39622 2.24295 -3.83436  0.004
Se 0.74110 1.28959 -5.71150  -0.319
Se 2.86456 1.76640 -4.88991  -0.167
S 2.71314 7.12247 -1.92542  -0.628
Sb 2.91124 5.36126 -3.33469  0.811
S 2.56442 3.26111 -2.03104  -0.300
S 1.03561 4.78148 -4.82008  -0.306
S 4.77264 5.18035 -4.59777  -0.636
C 1.03056 -2.98469 -2.60760  -0.855
O 1.99760 -2.37143 -1.75974  -0.203
C 2.04808 -1.00353 -1.67111  0.370
S 3.29263 -0.41753 -0.68333  -0.438
S 0.92232 -0.11281 -2.57056  0.134
H 1.17237 -4.05678 -2.47027  0.200
H 1.19143 -2.70453 -3.64848  0.337
H 0.01881 -2.69313 -2.32784  0.323
C 0.69763 5.13633 0.17794  -1.076
C -0.12888 5.51226 -1.00083  -0.243
N -0.38782 4.82262 -2.09111  1.293
C -1.21489 5.61034 -2.86399  -0.405
C -1.46832 6.78075 -2.23681  -1.026
N -0.79004 6.70044 -1.03590  0.083
H 1.15194 4.17447 0.00658  0.004
H 0.07179 5.05746 1.07077  0.367
H 1.47677 5.88202 0.34216  0.348
H -1.59862 5.25148 -3.80273  0.418
H -2.04986 7.64175 -2.51982  0.416
H -0.63707 7.45063 -0.38887  0.218
C -2.49587 -0.97388 0.20430  -2.169
C -2.01428 -2.02842 1.21450  2.229
C -1.06797 -2.97385 0.47252  -1.335
C -3.25230 -2.82687 1.65707  -2.101
C -1.33166 -1.39902 2.48730  2.115
O -2.29522 -0.63113 3.22211  -0.715
C -0.87046 -2.48183 3.51305  -1.494
C 0.61694 -2.85624 3.68937  -1.252
C 1.20287 -3.78323 2.64994  0.144
C 2.08174 -3.33531 1.67508  -0.070
C 2.55788 -4.18609 0.68336  -0.869
C 2.16304 -5.50908 0.69122  0.498
Cl 2.74345 -6.59688 -0.55323  -0.270
C 1.30638 -5.99630 1.66789  -0.778
C 0.83382 -5.12867 2.63847  0.080
C -0.12433 -0.49758 2.18377  -1.265
N -0.42483 0.72640 1.45667  1.000
C 0.21893 1.21961 0.38622  -0.208
N -0.38767 2.28710 -0.06427  0.317
C -1.42660 2.43965 0.78770  -0.774
N -1.49651 1.52197 1.73765  -1.175
H -3.04450 -1.47787 -0.59563  0.574
H -1.68013 -0.43769 -0.28006  0.337
H -3.17251 -0.24356 0.64822  0.332
H -1.58409 -3.36295 -0.41042  0.684
H -0.76654 -3.82790 1.08122  0.006
H -0.16618 -2.46515 0.11752  -0.069
H -3.84369 -3.08561 0.77480  0.479
H -3.87438 -2.23651 2.32962  0.402
H -2.98894 -3.76484 2.15397  0.339
H -2.39664 0.22726 2.76688  0.637
H -1.43017 -3.40389 3.34774  0.126
H -1.20707 -2.08597 4.47169  0.373
H 0.68503 -3.35802 4.65914  0.555
H 1.24129 -1.96526 3.77433  0.414
H 2.38808 -2.29626 1.63233  0.441
H 3.19545 -3.79160 -0.09767  0.436
H 1.00914 -7.03709 1.65532  0.412
H 0.14911 -5.50092 3.39544  0.353
H 0.60749 -1.03362 1.57878  0.193
H 0.34771 -0.22886 3.13006  0.067
H 1.12769 0.77982 -0.00528  0.154
H -2.16305 3.22595 0.68511  0.589

Atoms 1-3, force components in eV/Å:
W -1.39 -0.50 -0.23
Se -0.05 -0.01 -0.14
Se 0.09 -0.27 0.31

Results
E_HOMO (spin up / spin down) = -1.64 / -1.63 eV
total charge = -2
molecular weight = 1246.8 g/mol
LUMO energy (spin up / spin down) = 3.036 / 3.026 eV
energy relative to the best compared isomer or geometry (same formula, charge and spin) = 11.2 kcal per mole
HOMO-LUMO gap (spin up / spin down) = 4.676 / 4.658 eV

No. 2
The following is a DFT calculation (wB97M-V/def2-TZVPD) of C22H31F2LiMgN2O11SV as an isolated structure at a distorted geometry.

Last column: Mulliken charge in e.
Element x y z (Å)
C -1.46211 -2.46650 -0.25909  -1.198
C -1.79903 -0.92939 0.00947  0.236
O -1.26895 -0.61744 1.31280  -0.062
C -0.90433 0.75138 1.40645  -0.677
S 0.80455 0.96187 2.01375  0.144
O 1.69767 -0.43694 1.89314  -0.295
C 1.78986 2.13656 0.94409  -0.862
C 1.36140 2.11330 -0.54609  1.253
C 1.65992 0.91585 -1.33035  -0.619
C 1.20961 0.90579 -2.71196  -0.495
C 0.47741 2.01809 -3.34646  0.572
C 0.04484 1.87124 -4.83449  -1.347
C 0.22743 3.21082 -2.53855  -0.956
C 0.66128 3.25593 -1.13480  -0.502
H -0.82382 -2.58328 -1.17098  0.255
H -2.39121 -3.08514 -0.35630  0.293
H -0.85250 -2.84596 0.60848  0.360
H -1.33857 -0.34637 -0.82721  0.196
H -2.92424 -0.80907 -0.00393  0.053
H -1.56909 1.19122 2.20272  0.436
H -1.12790 1.32486 0.47165  0.540
H 1.25020 -0.98679 1.20843  0.270
H 1.79642 3.14732 1.38876  0.323
H 2.86903 1.78325 0.96118  1.002
H 2.20481 0.06977 -0.85144  0.470
H 1.41640 -0.03356 -3.28726  0.243
H 0.47121 0.92462 -5.25676  0.329
H 0.35941 2.75864 -5.44669  0.398
H -1.07174 1.80278 -4.95514  0.328
H -0.29754 4.05774 -3.02807  0.402
H 0.46623 4.14785 -0.47393  0.064
N -1.33556 -2.23385 4.16231  1.019
O -1.28181 -1.76399 2.99991  -0.389
O -0.29779 -2.55259 4.74022  -0.521
O -2.42311 -2.37034 4.71510  -0.517
Li 2.96355 1.65355 3.34231  0.981
F 4.76722 3.56081 1.71821  -0.740
Mg 2.27388 4.89320 0.49596  1.122
C -1.27103 -2.63597 -4.80950  -0.282
C -2.11633 -3.31603 -3.94088  -0.429
C -2.28402 -4.69004 -4.06619  -0.510
C -1.59866 -5.38497 -5.05428  -0.383
C -0.75042 -4.70510 -5.92060  -0.399
C -0.58984 -3.32997 -5.80087  -0.470
H -1.14357 -1.56324 -4.71301  0.446
H -2.64612 -2.77383 -3.16559  0.538
H -2.94828 -5.21896 -3.39301  0.376
H -1.72533 -6.45680 -5.14952  0.367
H -0.21463 -5.24791 -6.69049  0.371
H 0.06751 -2.79982 -6.48010  0.361
C -1.41923 -0.94377 7.89199  -0.356
C -1.48757 0.27298 8.77147  -0.337
O -0.57868 1.17225 8.13499  -0.337
C -0.48826 0.79886 6.83709  0.528
O 0.05730 1.43915 5.98632  -0.549
O -1.09372 -0.38980 6.61872  -0.120
H -2.36242 -1.48584 7.85138  0.309
H -0.62680 -1.63420 8.18966  0.276
H -2.48157 0.72617 8.78464  0.262
H -1.17966 0.06740 9.79540  0.305
O -4.77662 -0.34214 -2.12159  -0.416
H -4.68788 0.10467 -1.27059  0.318
F -0.87732 3.07961 0.83282  -0.774
C 4.92800 -1.02410 -3.46829  -0.971
C 3.55509 -1.51448 -3.38780  0.491
N 2.47545 -1.90237 -3.32435  -0.445
H 5.13195 -0.27955 -2.69721  0.266
H 5.64820 -1.83317 -3.33995  0.345
H 5.12886 -0.55806 -4.43383  0.301
O 0.70084 10.45834 3.03256  -0.784
V 1.58697 9.00759 3.03474  1.520
O 2.44713 7.50069 2.95572  -0.926

Atoms 1-3, force components in eV/Å:
C 0.19 0.36 0.32
C -0.14 -2.08 -1.10
O 1.14 2.79 -2.90

Results
E_HOMO = -9.95 eV
total charge = +1
molecular weight = 651.7 g/mol
LUMO energy = -8.724 eV
HOMO-LUMO gap = 1.225 eV

No. 3
The following is a DFT calculation (wB97M-V/def2-TZVPD) of a 2-piece molecular cluster, C22H31F3NO2Si2 overall at a distorted geometry.

Last column: Mulliken charge in e.
Element x y z (Å)
C 0.57118 1.26152 4.36887  -0.961
Si -0.80114 0.25502 3.58960  0.490
C -0.36660 -1.56493 3.57790  -1.106
C -2.46045 0.66363 4.34050  -1.035
O -1.06419 0.41563 1.89029  -0.125
N -1.43927 1.63805 1.35304  0.796
O -1.06612 2.63924 2.28783  -0.617
Si 0.19453 3.65419 1.68435  0.542
C 0.67669 4.72994 3.14236  -1.062
C 1.58301 2.55230 1.09757  -0.924
C -0.52472 4.73410 0.35725  -1.033
C -2.85098 1.68574 1.19282  0.026
C -3.45483 0.44975 0.68894  -0.775
C -3.58232 2.83528 1.26727  -1.207
H 0.92349 0.71043 5.25773  0.461
H 1.43874 1.41211 3.71708  0.255
H 0.21635 2.23800 4.72336  0.143
H -0.21960 -1.97190 4.58947  0.381
H -1.16789 -2.14246 3.09432  0.286
H 0.55740 -1.73597 3.00536  0.300
H -2.45722 0.35748 5.39948  0.482
H -2.67199 1.74192 4.29116  0.252
H -3.27251 0.12674 3.83158  0.247
H 1.47374 5.41741 2.81012  0.369
H -0.18552 5.33560 3.46545  0.297
H 1.05004 4.15389 4.00148  0.334
H 2.26834 3.12522 0.45560  0.465
H 2.18038 2.13030 1.91368  0.317
H 1.19025 1.72285 0.49782  0.202
H 0.18740 5.53812 0.11371  0.398
H -0.72189 4.16113 -0.55692  0.169
H -1.45914 5.20403 0.69057  0.306
H -4.54772 0.51285 0.55731  0.520
H -3.07491 0.43158 -0.34964  0.038
H -3.13546 -0.48944 1.16284  0.388
H -4.61298 2.78603 0.93146  0.308
H -3.22973 3.76088 1.71487  0.237
F -2.43011 1.65366 -5.78213  -0.287
C -2.01263 1.34942 -4.49399  0.323
C -0.70789 1.71521 -4.13081  -0.648
C -0.28915 1.35528 -2.84049  0.178
F 0.90681 1.86800 -2.35087  -0.266
C -1.09147 0.61932 -1.98001  -0.364
C -2.37598 0.17646 -2.40738  0.636
C -3.05483 -0.74901 -1.53695  -0.106
C -4.17068 -1.56363 -2.01990  0.428
C -5.15716 -2.10858 -1.14574  -0.156
C -6.03766 -3.10705 -1.58697  -0.725
C -6.03753 -3.52788 -2.92784  -0.457
C -5.15066 -2.92081 -3.80311  0.021
F -5.17809 -3.26980 -5.13798  -0.285
C -4.24677 -1.95070 -3.39122  -0.711
C -2.89679 0.71105 -3.62537  -1.003
H -0.10936 2.36078 -4.77025  0.493
H -0.72530 0.36289 -0.98153  0.341
H -2.40079 -1.28282 -0.80144  0.695
H -5.21889 -1.73778 -0.10920  0.331
H -6.74372 -3.56112 -0.88515  0.393
H -6.74170 -4.25954 -3.30676  0.469
H -3.55970 -1.53696 -4.13382  0.644
H -3.93780 0.55715 -3.92077  0.895

Atoms 1-3, force components in eV/Å:
C 0.02 -0.13 0.32
Si -0.26 0.07 -0.21
C -0.07 -0.10 0.03

Results
E_HOMO = -11.35 eV
total charge = +1
molecular weight = 454.7 g/mol
LUMO energy = -6.092 eV
energy relative to the best compared isomer or geometry (same formula, charge and spin) = 21.5 kcal per mole
HOMO-LUMO gap = 5.263 eV